--- w ---
# C4H5NOS

A 2-piece molecular cluster, C4H5NOS overall (ωB97M-V/def2-TZVPD, the Open Molecules 2025 dataset).

Bonds (Å) are listed after each position.
Geometry (Å):
1 C -0.85 2.33 -0.27  C2 1.399, H5 1.029, H6 1.035, H7 1.051
2 C -1.33 1.02 -0.28  C1 1.399, N3 1.163
3 N -1.82 0.02 0.07  C2 1.163, S4 1.567
4 S -2.18 -1.46 0.44  N3 1.567
5 H -1.59 3.05 -0.29  C1 1.029
6 H -0.14 2.59 -0.98  C1 1.035
7 H -0.27 2.58 0.57  C1 1.051
8 C 1.58 -2.57 0.20  C9 1.315, H11 1.000, H12 1.189
9 C 1.68 -1.28 -0.06  C8 1.315, O10 1.199
10 O 1.77 -0.10 -0.22  C9 1.199
11 H 0.67 -2.98 0.15  C8 1.000
12 H 2.47 -3.19 0.69  C8 1.189

Properties
Gap between HOMO and LUMO, eV: 8.79
SMILES: CC#[N+][S-].C=C=O
E_HOMO, eV: -8.26

Here are the natural (NBO) charges for atoms 1 to 6, given in e:
1 C -0.7175
2 C 0.3904
3 N -0.3811
4 S -0.0566
5 H 0.2513
6 H 0.2583


--- x ---
# C4H5NOS

The molecule C4H5NOS (ωB97M-V/def2-TZVPD, the Open Molecules 2025 dataset).

Bonds (Å) are listed after each position.
Geometry (Å):
1 O 1.70 0.58 2.21  C2 1.201
2 C 1.35 -0.06 1.25  O1 1.201, C3 1.842, N7 1.315
3 C -0.47 -0.10 0.98  C2 1.842, C4 1.459, H8 1.154, H9 1.066
4 C -0.64 0.45 -0.37  C3 1.459, C5 1.361, H10 1.114
5 C -0.10 -0.10 -1.49  C4 1.361, S6 1.766, H11 1.059
6 S 1.07 -1.40 -1.21  C5 1.766, N7 1.865
7 N 1.96 -0.67 0.26  C2 1.315, S6 1.865, H12 1.015
8 H -0.85 0.60 1.81  C3 1.154
9 H -0.60 -1.16 0.95  C3 1.066
10 H -1.28 1.35 -0.43  C4 1.114
11 H -0.26 0.09 -2.51  C5 1.059
12 H 2.86 -0.28 -0.03  N7 1.015

Properties
Gap between HOMO and LUMO, eV: 8.74
SMILES: O=C1CC=CSN1
E_HOMO, eV: -8.58

Here are the natural (NBO) charges for atoms 1 to 6, given in e:
1 O -0.5811
2 C 0.7196
3 C -0.5606
4 C -0.1674
5 C -0.4301
6 S 0.4095


Stability order, top to bottom: x, w